Record 1
Density functional theory data (ωB97M-V/def2-TZVPD) for C11H16O2 in the gas phase.

Geometry as XYZ:
```
29
Properties=species:S:1:pos:R:3:forces:R:3
C -1.644 1.065 1.856 -0.1 -1.6 3.5
C -1.971 1.978 0.910 -1.3 1.9 -1.4
C -0.665 0.095 1.616 -1.3 1.7 -2.8
C -0.167 -0.031 0.094 -0.1 -0.3 4.0
C -1.612 1.812 -0.518 1.8 0.3 -1.7
C 0.470 -1.862 1.658 3.0 5.3 -1.4
C 0.529 -1.373 0.161 -0.5 -0.1 -2.7
C -0.232 1.198 -0.804 2.7 -2.5 0.7
C 1.930 -1.306 -0.468 0.2 2.6 0.4
C -0.205 -2.385 -0.789 3.2 4.0 -2.6
C 0.996 2.173 -0.605 -3.0 -0.1 3.3
O -0.429 -1.003 2.344 -0.4 -0.2 0.1
O -0.041 0.764 -2.146 -1.5 -0.2 -1.7
H -2.232 1.091 2.863 1.4 -0.1 -1.8
H -2.829 2.668 1.021 0.7 -0.4 0.5
H -2.334 1.158 -0.930 -0.8 -1.0 -0.7
H -1.589 2.649 -1.223 -0.6 0.7 0.7
H 0.197 -2.825 1.709 -0.9 -3.4 0.6
H 1.498 -1.609 2.057 -0.9 -0.9 0.0
H 2.551 -2.057 -0.180 1.4 -2.9 1.1
H 2.524 -0.457 -0.061 -0.6 0.0 -0.6
H 2.029 -1.357 -1.564 -0.6 0.5 0.3
H 0.297 -3.272 -0.665 1.3 -2.4 -0.5
H -0.206 -1.923 -1.888 0.2 -1.4 2.3
H -1.143 -2.524 -0.542 -4.9 -0.6 1.3
H 0.514 3.147 -0.627 0.4 0.5 0.5
H 1.683 2.182 -1.367 1.6 -0.6 -1.8
H 1.433 1.911 0.382 0.0 0.8 -0.6
H 0.649 0.093 -2.294 -0.4 0.6 0.8
```
Positions in Å, forces in eV/Å.

* multiplicity: 3
* gap between HOMO and LUMO (spin up / spin down): 6.40 / 8.83 eV
* energy above the lowest of the compared OMol25 structures with the same formula, charge and spin: 25.3 kcal per mole
* strongest force on any atom: 6.2 eV/Å
* HOMO level (spin up / spin down): -5.72 / -9.38 eV

Record 2
Density functional theory data (ωB97M-V/def2-TZVPD) for C11H16O3S in the gas phase.

Geometry as XYZ:
```
31
Properties=species:S:1:pos:R:3:forces:R:3
C -2.495 -0.238 0.068 0.5 0.6 -0.1
C -3.695 -0.202 -0.839 0.0 -0.3 -0.5
C -3.269 0.362 1.209 0.1 -0.1 0.7
C -4.556 0.184 0.378 -0.2 0.0 0.1
C 1.991 1.370 -1.245 0.3 0.0 -0.3
C 2.115 -0.945 -0.289 0.3 0.0 0.0
C 2.916 0.350 -0.549 -0.2 -0.4 -0.6
C 1.246 -0.504 0.915 1.2 0.6 0.0
C 1.697 1.002 1.065 -0.6 -0.4 0.4
C 1.122 1.738 -0.091 -0.6 -0.3 -0.1
C 3.012 -2.131 0.033 -0.1 0.2 -0.1
O -0.657 -0.356 -1.735 0.2 -0.1 -0.6
O 3.077 0.895 0.753 0.4 0.1 0.3
O -0.118 -0.709 0.765 -1.5 0.1 -0.4
S -0.910 0.188 -0.413 0.2 -0.2 1.1
H -3.663 0.558 -1.620 0.0 0.0 -0.1
H -3.922 -1.157 -1.313 0.0 0.0 -0.1
H -3.216 -0.201 2.143 0.0 0.1 0.0
H -3.032 1.406 1.431 0.1 0.0 0.0
H -5.160 1.080 0.256 0.0 0.0 0.0
H -5.184 -0.631 0.730 0.0 0.0 0.0
H 2.556 2.228 -1.622 0.0 0.0 0.0
H 1.433 0.934 -2.079 0.1 0.0 0.0
H 1.471 -1.190 -1.135 0.0 0.0 0.0
H 3.888 0.200 -1.016 0.0 0.0 0.0
H 1.531 -1.038 1.828 -0.1 0.0 -0.1
H 1.541 1.419 2.057 0.0 0.0 0.0
H 0.580 2.662 -0.015 -0.1 0.2 0.0
H 3.672 -1.892 0.865 0.1 0.0 0.1
H 3.621 -2.384 -0.833 0.1 -0.1 0.0
H 2.409 -2.997 0.296 0.0 -0.1 0.1
```
Positions in Å, forces in eV/Å.

* gap between HOMO and LUMO (spin up / spin down): 8.22 / 6.80 eV
* energy above the lowest of the compared OMol25 structures with the same formula, charge and spin: 132.6 kcal per mole
* strongest force on any atom: 1.5 eV/Å
* HOMO level (spin up / spin down): -8.09 / -7.35 eV

Record 3
Density functional theory data (ωB97M-V/def2-TZVPD) for a molecular structure, C11H16O8PY.

Geometry as XYZ:
```
37
Properties=species:S:1:pos:R:3:forces:R:3
O 2.265 -5.034 -2.844 -1.4 1.5 0.7
C 1.497 -4.252 -2.536 1.4 -1.7 -0.8
Y -1.945 -0.617 -2.076 -0.1 -0.6 -0.4
O 2.038 -1.775 -1.167 -1.7 1.3 0.2
C 0.908 -1.406 -0.815 1.3 -2.0 0.5
C -2.345 -2.750 -1.735 0.5 0.9 -2.2
O -3.345 -2.124 -1.328 0.2 -0.8 0.4
C -0.247 -2.413 -0.770 0.8 0.0 1.5
O -0.267 -3.432 -0.148 -0.5 1.1 -1.0
C -0.049 -1.312 -3.419 3.5 -0.8 -2.7
O 0.929 -1.513 -3.999 -3.4 0.6 2.1
H -2.156 -3.777 -2.055 -0.7 -0.4 1.1
C 2.652 -0.203 2.891 0.2 0.2 -0.1
C 1.220 -0.389 2.473 0.0 0.0 -0.2
O 0.982 0.481 1.238 -0.4 -0.4 -0.3
P 0.500 0.239 -0.215 1.3 1.5 0.4
O 1.180 1.322 -1.109 -0.4 0.1 0.2
C 0.907 2.807 -1.099 0.2 -0.4 -0.1
C 1.250 3.452 0.213 0.1 0.1 0.3
O -1.063 0.414 -0.356 -1.6 0.7 0.7
C -2.507 1.519 0.322 0.7 -0.9 0.7
C -3.249 0.584 1.197 0.6 -0.7 -0.2
H 3.347 -0.496 2.099 -0.1 0.0 0.1
H 2.855 -0.823 3.769 -0.1 0.0 -0.1
H 2.849 0.839 3.167 -0.1 -0.2 -0.1
H 0.980 -1.425 2.211 0.0 0.3 0.0
H 0.518 -0.001 3.217 0.1 -0.1 -0.3
H 1.548 3.174 -1.902 -0.2 -0.2 0.1
H -0.147 2.939 -1.373 0.2 -0.1 0.0
H 2.305 3.295 0.466 -0.3 0.0 0.0
H 1.093 4.534 0.129 0.0 -0.2 -0.1
H 0.621 3.087 1.035 0.2 0.1 -0.1
H -1.855 2.235 0.804 -0.1 0.2 -0.1
H -2.944 1.819 -0.631 0.3 0.0 0.1
H -2.572 0.191 1.966 -0.2 0.2 -0.1
H -4.073 1.081 1.729 0.1 0.3 -0.2
H -3.679 -0.268 0.650 0.0 0.3 0.1
```
Positions in Å, forces in eV/Å.

* net charge: +2
* gap between HOMO and LUMO (spin up / spin down): 5.58 / 5.47 eV
* energy above the lowest of the compared OMol25 structures with the same formula, charge and spin: 50.1 kcal per mole
* strongest force on any atom: 4.5 eV/Å
* HOMO level (spin up / spin down): -14.02 / -13.94 eV

Record 4
Density functional theory data (ωB97M-V/def2-TZVPD) for a molecular structure, C11H17BBaN6O3S.

Geometry as XYZ:
```
40
Properties=species:S:1:pos:R:3:forces:R:3
H -0.214 3.296 1.418 0.1 -0.1 -0.2
N 0.117 1.960 -0.203 0.3 0.9 -0.6
B 0.687 0.941 -2.462 0.2 -0.1 1.0
N 0.615 2.150 -1.483 -0.6 -0.1 1.2
C 0.910 3.451 -1.675 -0.3 -0.1 0.8
Ba -0.997 -0.366 0.917 6.8 5.9 3.3
H 1.307 3.785 -2.625 -0.1 0.0 0.2
C 0.607 4.140 -0.499 0.1 -0.4 -0.3
H 0.716 5.192 -0.318 0.1 0.1 0.0
C 0.123 3.164 0.396 0.4 -0.3 -1.4
H 1.047 1.291 -3.544 0.0 0.0 -0.2
C -2.257 -2.398 1.113 -4.0 -0.6 -0.2
H -2.227 -2.618 2.186 0.1 0.2 -0.2
H -1.286 -2.661 0.639 -0.8 0.3 0.1
H -2.996 -3.034 0.635 -0.1 -0.4 0.2
N -0.734 0.307 -2.515 -1.5 -1.0 1.3
N 1.650 -0.132 -1.877 -0.3 -0.6 1.0
N -1.322 -0.217 -1.343 -0.9 0.5 -5.6
N 1.369 -0.715 -0.654 0.7 -0.2 -0.5
C -1.587 0.175 -3.543 0.1 -0.2 0.9
C 2.773 -0.664 -2.399 -0.1 -0.5 0.9
H -1.301 0.529 -4.523 -0.1 -0.1 0.1
H 3.139 -0.327 -3.358 0.0 -0.1 0.1
C -2.754 -0.442 -3.085 0.1 0.0 0.1
C 3.255 -1.621 -1.499 -0.5 0.6 -0.2
C -2.554 -0.674 -1.719 1.4 0.8 -0.6
C 2.346 -1.606 -0.416 -0.2 0.8 -1.3
H -3.624 -0.689 -3.661 -0.1 0.0 -0.1
H 4.125 -2.231 -1.613 0.3 -0.1 0.0
H -3.211 -1.147 -0.993 0.1 0.1 -0.4
H 2.371 -2.191 0.494 -0.1 0.2 0.0
H -2.746 -1.235 0.968 -0.6 -5.6 0.5
C 0.644 -0.412 5.477 0.0 0.0 0.1
S 0.047 -0.949 3.892 0.1 0.3 -0.3
O 1.030 -0.479 2.876 -0.8 -0.4 0.5
O -0.084 -2.401 3.938 -0.1 0.6 -0.1
O -1.254 -0.243 3.690 0.6 -0.5 0.0
H 1.557 -0.964 5.713 -0.1 0.1 -0.1
H -0.130 -0.625 6.219 0.1 0.0 -0.2
H 0.845 0.662 5.435 -0.1 -0.2 0.0
```
Positions in Å, forces in eV/Å.

* gap between HOMO and LUMO: 8.43 eV
* energy above the lowest of the compared OMol25 structures with the same formula, charge and spin: 0.0 kcal per mole
* strongest force on any atom: 9.6 eV/Å
* HOMO level: -8.74 eV

Number 1: E -579.0087 hartree. Number 2: E -1052.4671 hartree. Number 3: E -1409.6282 hartree. Number 4: E -1432.2027 hartree.